Record 1
A cluster of 8 separate species, C17H33N8O19S2 in total at a distorted geometry, computed with wB97M-V/def2-TZVPD.

Geometry as XYZ:
```
79
Properties=species:S:1:pos:R:3:lowdin_charge:R:1
C 0.4924 3.0608 1.9344 -0.1231
C -0.0734 2.7075 0.4125 -0.1614
C -0.6481 3.8050 -0.6618 -0.0239
C -1.1958 3.2147 -2.1084 -0.0700
C -1.2162 1.6317 -2.5359 -0.0177
C -0.6102 0.5291 -1.4379 -0.1482
C -0.6083 -1.0925 -1.7901 -0.2261
S -1.8385 -1.9671 -0.6436 0.6719
O -2.4480 -1.0026 0.4402 -0.4225
O -3.0615 -2.3339 -1.5724 -0.4692
N -1.2666 -3.4837 -0.0013 -0.3616
S 0.0675 -3.2975 1.1020 0.6526
O 0.8856 -4.6461 1.0275 -0.4619
O 1.0739 -2.1779 0.7505 -0.4438
C -0.4072 -3.0940 2.9064 -0.2315
C -1.0957 -1.6553 3.2838 -0.1392
O -2.4318 -1.6635 3.5318 -0.0919
C -0.0554 1.1059 -0.0045 0.0185
H -0.0610 2.2856 2.6534 0.0765
H 1.6501 2.8069 2.0613 0.0850
H 0.2395 4.1736 2.2499 0.0485
H -0.6652 4.9396 -0.3626 0.0477
H -1.6377 3.9979 -2.8806 0.0578
H -1.6391 1.2517 -3.5596 0.0792
H 0.4919 -1.5082 -1.7030 0.1064
H -0.9395 -1.1928 -2.9333 0.0799
H 0.6154 -3.1425 3.5209 0.0915
H -1.0588 -3.9903 3.3282 0.1215
H -0.5021 -0.6218 3.3013 0.1423
H 0.3397 0.3257 0.7877 0.0832
C -1.7044 7.2730 -4.3708 0.0210
N -2.1237 6.8389 -3.0108 -0.4116
O -3.3225 6.9455 -2.7272 0.0496
O -1.2375 6.4036 -2.2665 0.0294
H -2.5816 7.6314 -4.9134 0.0908
H -0.9720 8.0738 -4.2499 0.1041
H -1.2673 6.4074 -4.8729 0.0715
C 1.7266 -4.2228 6.8508 0.0434
N 0.7164 -3.6994 5.8920 -0.4004
O -0.2071 -4.4573 5.5730 0.0554
O 0.8791 -2.5426 5.4866 0.0365
H 1.4598 -5.2465 7.1214 0.1016
H 2.6981 -4.1964 6.3529 0.0625
H 1.7130 -3.5753 7.7299 0.1059
C -1.4462 -3.7061 -5.2721 0.0461
N -1.2285 -2.3776 -5.9059 -0.4157
O -1.1433 -2.3460 -7.1390 0.0405
O -1.1491 -1.4043 -5.1475 0.0369
H -1.4956 -4.4667 -6.0541 0.0912
H -0.6034 -3.8944 -4.6038 0.1067
H -2.3873 -3.6579 -4.7207 0.1074
C -1.1688 7.6391 2.8299 0.0417
N -0.2554 7.2092 1.7369 -0.3959
O -0.2800 6.0154 1.4156 0.0148
O 0.4604 8.0822 1.2326 0.0560
H -1.7353 6.7729 3.1782 0.0996
H -0.5520 8.0452 3.6343 0.0990
H -1.8380 8.3986 2.4205 0.1008
C -1.3565 5.5429 -8.9364 0.0428
N -1.3190 6.0684 -7.5450 -0.4055
O -2.3354 5.9206 -6.8565 0.0485
O -0.2702 6.6146 -7.1833 0.0558
H -2.3343 5.0913 -9.1173 0.0978
H -1.1901 6.3850 -9.6114 0.1009
H -0.5642 4.7973 -9.0286 0.1050
C 0.5825 -7.6300 2.1290 0.0351
N 1.6134 -8.4584 2.8108 -0.4267
O 1.2514 -9.5484 3.2689 0.0374
O 2.7567 -7.9910 2.8669 0.0302
H -0.3711 -8.1616 2.1539 0.0963
H 0.5105 -6.6835 2.6688 0.0865
H 0.9115 -7.4761 1.0994 0.1017
C 5.5197 -5.2857 4.2439 0.0531
N 5.5573 -4.7602 5.6354 -0.4041
O 4.5409 -4.9079 6.3239 0.0215
O 6.6061 -4.2140 5.9971 0.0586
H 4.5420 -5.7373 4.0631 0.0945
H 5.6862 -4.4436 3.5690 0.1078
H 6.3120 -6.0313 4.1518 0.1038
```

Properties
electronic energy	-90626.031	eV
total charge	-1
gap between HOMO and LUMO	6.21	eV
LUMO	0.0322	hartree

=====

Record 2
A cluster of 3 separate species, C17H34F6N2O7Si in total at a distorted geometry, computed with wB97M-V/def2-TZVPD.

Geometry as XYZ:
```
67
Properties=species:S:1:pos:R:3:lowdin_charge:R:1
O 2.6272 0.3866 -1.1811 0.1491
C 2.8039 1.3013 -1.9516 -0.4138
O 3.0281 1.1452 -3.2641 0.1446
C 2.8548 2.7652 -1.4744 -0.3475
F 3.8254 3.3884 -2.1582 0.1560
F 3.1847 2.7293 -0.1756 0.1547
C 1.5180 3.6182 -1.6044 -0.3490
F 1.8324 4.7306 -2.3020 0.1501
F 1.1301 4.0050 -0.3877 0.1689
C 0.3300 2.9765 -2.3490 -0.4384
F -0.5965 3.9588 -2.4780 0.1361
F 0.6970 2.6099 -3.5861 0.1147
C -0.4134 1.8189 -1.6030 -0.3679
O -0.8406 2.0440 -0.4906 0.0674
Si -0.6898 0.0778 -2.4084 0.7858
H 2.5730 0.3439 -3.5482 0.1271
H 0.1018 -0.8299 -1.5598 -0.0597
H -0.0537 0.0645 -3.7418 -0.0609
H -2.1061 -0.3040 -2.4396 -0.0597
C 6.0069 -6.1971 -1.7594 -0.1148
O 4.7157 -6.6527 -1.4060 -0.1926
C 4.4553 -6.6755 -0.0079 -0.2159
C 3.4767 -5.5926 0.4006 -0.2165
N 4.0652 -4.2640 0.2918 -0.0504
C 3.1189 -3.1536 0.3990 -0.1917
C 1.9652 -3.0591 -0.5959 -0.2327
O 2.3521 -2.7298 -1.9207 -0.2068
C 2.8433 -3.8197 -2.6814 -0.0954
H 6.1612 -6.4373 -2.8101 0.0883
H 6.1102 -5.1132 -1.6386 0.0756
H 6.7803 -6.6961 -1.1691 0.0875
H 5.3835 -6.6071 0.5663 0.1215
H 3.9987 -7.6447 0.2102 0.1211
H 3.1778 -5.7633 1.4392 0.1237
H 2.5844 -5.7070 -0.2283 0.1030
H 4.5533 -4.1887 -0.5892 0.0656
H 3.6990 -2.2325 0.3127 0.1194
H 2.6966 -3.1673 1.4090 0.1199
H 1.3382 -2.2268 -0.2679 0.0948
H 1.3220 -3.9470 -0.5920 0.1144
H 2.3322 -4.7543 -2.4399 0.0892
H 3.9218 -3.9415 -2.5565 0.0727
H 2.6640 -3.5929 -3.7336 0.0863
C -6.3858 4.4709 4.2978 -0.1162
O -6.1515 4.7646 2.9350 -0.1927
C -4.9033 5.3929 2.6681 -0.2163
C -3.9402 4.4590 1.9629 -0.2149
N -3.4815 3.3914 2.8418 -0.0488
C -2.7734 2.2993 2.1721 -0.1926
C -3.4938 1.5099 1.0812 -0.2325
O -4.5454 0.6807 1.5490 -0.1789
C -5.7773 1.3329 1.7905 -0.1017
H -7.4383 4.2109 4.3990 0.0879
H -5.7895 3.6204 4.6455 0.0754
H -6.1763 5.3360 4.9331 0.0869
H -4.4629 5.7972 3.5840 0.1210
H -5.1122 6.2325 1.9994 0.1206
H -3.0740 5.0366 1.6266 0.1244
H -4.4534 4.0750 1.0719 0.1039
H -4.2727 3.0078 3.3392 0.0650
H -2.4800 1.5892 2.9488 0.1221
H -1.8515 2.7044 1.7496 0.1027
H -2.7624 0.8255 0.6517 0.1016
H -3.8409 2.1447 0.2566 0.1128
H -5.9593 2.1417 1.0785 0.0882
H -5.8341 1.7190 2.8115 0.0712
H -6.5688 0.5911 1.6774 0.0869
```

Properties
electronic energy	-59671.304	eV
gap between HOMO and LUMO	7.76	eV
structure (SMILES)	O=C(O)C(F)(F)C(F)(F)C(F)(F)C(=O)[SiH3].COCCNCCOC.COCCNCCOC
LUMO	-0.0260	hartree

=====

Record 3
A structure of composition C17H34KN2O5 at a distorted geometry, computed with wB97M-V/def2-TZVPD.

Geometry as XYZ:
```
59
Properties=species:S:1:pos:R:3:lowdin_charge:R:1
C -0.0369 -4.1119 0.4519 -0.0812
C 1.3382 -3.8714 -0.1884 -0.2130
C 1.3206 -2.8194 -1.2811 -0.2155
O 1.1888 -1.5180 -0.7115 -0.1353
C 0.0255 -0.8325 -1.0725 -0.1342
C -0.2123 0.3783 -0.1438 -0.3337
O 0.8519 0.6568 0.6964 -0.0475
C 1.7581 1.6630 0.2716 -0.1652
C 3.2021 1.2091 0.0948 -0.3252
C 3.9764 2.4734 -0.3617 -0.0612
C 3.8467 0.6312 1.3674 -0.3882
C 3.1894 -0.6536 1.8668 -0.0640
C 5.3305 0.3273 1.0757 -0.0716
O -1.3237 0.1147 0.6863 -0.0135
C -2.4736 0.8781 0.4633 -0.3077
C -3.3302 0.7776 1.7264 -0.0224
C -3.6911 -0.6167 2.1855 -0.4996
O -4.7203 -1.1649 1.8899 0.1102
O -2.7600 -1.1825 2.9967 0.1027
C -3.1699 0.4931 -0.8545 -0.3197
N -3.6201 -0.8879 -0.8329 0.0911
C -4.2821 1.5263 -1.2139 -0.1084
C -3.6870 2.7367 -1.8489 -0.1961
N -3.2570 2.6976 -3.0597 0.0031
H 0.0688 -4.2951 1.5199 0.0727
H -0.5261 -4.9755 0.0038 0.0710
H -0.6950 -3.2497 0.3513 0.0603
H 1.7312 -4.7998 -0.6019 0.1092
H 2.0215 -3.4971 0.5752 0.0995
H 0.5082 -2.9988 -1.9927 0.1218
H 2.2597 -2.8408 -1.8395 0.1214
H -0.8559 -1.4778 -1.0355 0.1106
H 0.1113 -0.4639 -2.1090 0.1305
H -0.4286 1.2527 -0.7755 0.1399
H 1.4150 2.1153 -0.6647 0.1192
H 1.7556 2.4584 1.0268 0.1387
H 3.2844 0.4695 -0.7059 0.1388
H 3.2849 3.2647 -0.6632 0.0682
H 4.6199 2.2738 -1.2146 0.0807
H 4.5673 2.8884 0.4535 0.0780
H 3.8008 1.4136 2.1324 0.1398
H 3.7707 -1.0450 2.7048 0.0779
H 2.1671 -0.5157 2.2005 0.0748
H 3.2216 -1.4097 1.0811 0.0732
H 5.7024 -0.4325 1.7593 0.0734
H 5.9618 1.2111 1.1232 0.0707
H 5.4167 -0.0908 0.0691 0.0852
H -2.2160 1.9496 0.3710 0.1526
H -2.7475 1.2490 2.5170 0.1357
H -4.2600 1.3325 1.6268 0.1201
H -3.1961 -1.4520 3.8165 0.1295
H -2.4335 0.5764 -1.6569 0.1272
H -4.6189 -0.9983 -0.7323 0.0841
H -3.3320 -1.3807 -1.6656 0.0836
H -4.8454 1.8183 -0.3319 0.1116
H -4.9196 1.0535 -1.9590 0.1264
H -3.5901 3.6511 -1.2607 0.1282
H -2.8671 3.6050 -3.3044 -0.0780
K -3.6011 4.4360 -5.0227 1.0194
```

Properties
electronic energy	-47715.916	eV
total charge	+1
gap between HOMO and LUMO	6.94	eV
LUMO	-0.1562	hartree

=====

Calculated HOMO (eV), listed in the same order as above: -5.33, -8.46, -11.19